Below is a cluster of 6 separate species, C13H39BBrO9P in total, with properties calculated with wB97M-V/def2-TZVPD.

Computed properties:
**Highest occupied orbital energy**: -8.212 eV
**Orbital gap**: 7.56 eV
**Calculated total energy**: -4135.993282 Ha
**Molecular weight**: 461.136 u

Each line ends with the Löwdin charge.
Cartesian coordinates (Å):
C 2.058 4.726 -0.749  0.007
C 0.752 4.295 -0.738  -0.284
P 0.399 2.506 -0.532  0.507
O 1.015 1.822 0.808  -0.242
Br -1.442 3.186 0.780  0.412
O 1.731 2.155 -1.527  -0.308
C 2.590 1.060 -1.264  -0.225
C 1.924 -0.322 -1.342  -0.324
C 1.662 -0.673 -2.830  -0.044
C 2.767 -1.407 -0.659  -0.384
C 2.026 -2.752 -0.669  -0.059
C 2.991 -1.071 0.838  -0.068
B -0.910 1.732 -1.718  -0.807
O -1.713 0.681 -1.320  0.079
O -0.975 2.275 -2.970  0.146
H 2.730 4.567 -1.586  0.065
H 2.476 5.220 0.125  0.063
H -0.088 4.972 -0.824  0.048
H 1.140 2.479 1.508  0.074
H 3.230 1.178 -0.393  0.105
H 3.304 1.045 -2.094  0.125
H 0.968 -0.345 -0.804  0.117
H 2.210 0.000 -3.494  0.082
H 0.614 -0.573 -3.104  0.066
H 2.028 -1.664 -3.063  0.060
H 3.760 -1.480 -1.114  0.143
H 1.166 -2.638 -0.001  0.082
H 1.659 -3.032 -1.653  0.056
H 2.644 -3.527 -0.220  0.081
H 3.289 -1.939 1.417  0.076
H 2.058 -0.620 1.177  0.067
H 3.759 -0.303 0.920  0.068
H -1.190 -0.134 -1.376  0.097
H -0.188 2.024 -3.479  0.118
C -0.988 -3.856 -3.592  -0.139
O 0.134 -3.041 -3.940  -0.145
H -0.864 -4.178 -2.563  0.072
H -1.916 -3.290 -3.676  0.075
H -1.036 -4.736 -4.238  0.076
H 0.012 -2.764 -4.853  0.079
C -0.189 -1.578 3.712  -0.143
O 0.592 -2.739 3.427  -0.136
H -1.127 -1.647 3.165  0.075
H -0.397 -1.526 4.783  0.058
H 0.347 -0.679 3.395  0.071
H 1.414 -2.654 3.920  0.070
C -0.667 -2.050 7.942  -0.158
O 0.007 -0.930 7.374  -0.136
H -0.629 -2.866 7.223  0.075
H -0.177 -2.366 8.866  0.075
H -1.712 -1.806 8.148  0.077
H -0.033 -0.214 8.014  0.073
C -3.801 -1.713 -0.601  -0.139
O -2.997 -2.879 -0.793  -0.132
H -4.721 -1.837 -1.167  0.080
H -4.045 -1.598 0.458  0.080
H -3.276 -0.828 -0.958  0.049
H -2.189 -2.761 -0.284  0.064
C -3.709 4.883 -2.190  -0.158
O -3.294 6.178 -1.760  -0.133
H -3.195 4.652 -3.119  0.077
H -3.446 4.137 -1.437  0.042
H -4.788 4.869 -2.362  0.076
H -3.752 6.372 -0.938  0.071